{"formula": "C9H15FN3O2", "method": "ωB97M-V/def2-TZVPD", "elements": ["C", "C", "C", "C", "C", "C", "C", "C", "C", "N", "N", "N", "O", "O", "F", "H", "H", "H", "H", "H", "H", "H", "H", "H", "H", "H", "H", "H", "H", "H"], "positions_angstrom": [[-2.07707, 1.13884, 0.60511], [-3.83367, 0.04620, -0.41557], [-0.71412, 0.76791, -1.53390], [0.69615, 1.21061, -1.10647], [0.73104, -0.43260, 0.74108], [-1.44029, -0.01942, -0.42163], [-0.60636, -0.97632, 0.41389], [-1.33448, -1.42676, 1.69488], [2.92329, 0.28668, -0.27974], [-3.41974, 1.01755, 0.55566], [-2.67721, -0.54757, -0.83729], [1.46865, 0.02241, -0.52802], [-1.33916, 1.82492, 1.31926], [-4.92789, -0.35288, -0.62954], [-0.38112, -2.08137, -0.44060], [-1.34819, 1.60768, -1.77837], [-0.55608, 0.04797, -2.46212], [1.28681, 1.56982, -2.07988], [0.64839, 1.95934, -0.44086], [0.63202, 0.33482, 1.44873], [1.16632, -1.31549, 1.21155], [-2.11118, -2.02748, 1.51297], [-1.81636, -0.57205, 2.19775], [-0.59140, -2.08440, 2.33313], [3.01309, 1.34879, 0.15424], [3.51128, -0.40159, 0.39142], [3.24423, 0.34039, -1.35053], [-4.12894, 1.51993, 1.18561], [-2.70466, -1.48381, -1.18394], [1.41547, -0.84686, -1.06566]], "total_charge": 1, "smiles": "C[N@@H+]1CC[C@@]2(NC(=O)NC2=O)[C@@](C)(F)C1", "max_force_ha_per_bohr": 0.1139, "lumo_ev": -2.8563, "de_lowest_kcal_mol": 0.00, "homo_ev": -13.44}

***

{"formula": "C25H28N5RuSi", "method": "ωB97M-V/def2-TZVPD", "elements": ["Ru", "C", "C", "C", "C", "N", "C", "C", "C", "C", "C", "C", "N", "H", "H", "H", "H", "H", "H", "H", "H", "C", "C", "C", "C", "C", "C", "N", "N", "Si", "C", "C", "C", "H", "H", "H", "H", "H", "H", "H", "H", "H", "H", "H", "H", "H", "H", "H", "N", "C", "C", "C", "C", "C", "C", "H", "H", "H", "H", "H"], "positions_angstrom": [[0.01060, -0.13396, 0.14352], [-2.82685, -3.50827, -0.12128], [-4.07008, -2.90407, -0.19463], [-4.15205, -1.52231, -0.16990], [-2.98901, -0.77032, -0.06632], [-1.78839, -1.36889, 0.01610], [-1.71095, -2.69939, -0.01963], [-2.99233, 0.71866, -0.05690], [-4.15829, 1.47238, -0.08648], [-4.06412, 2.85482, -0.09017], [-2.81460, 3.45011, -0.06195], [-1.69985, 2.63127, -0.02534], [-1.78896, 1.30471, -0.02469], [-2.70946, -4.58140, -0.14669], [-4.96981, -3.49821, -0.27566], [-5.11544, -1.04218, -0.23900], [-0.71540, -3.12277, 0.03331], [-5.12939, 1.00300, -0.10590], [-4.96183, 3.45712, -0.11597], [-2.69605, 4.52361, -0.06482], [-0.69735, 3.04164, 0.00364], [-1.25808, -0.90843, 3.71266], [0.06607, -0.24410, 3.49766], [0.92602, 0.06011, 4.54121], [2.13446, 0.68905, 4.26150], [2.48889, 1.01531, 2.96663], [1.58097, 0.69446, 1.95740], [0.40372, 0.08589, 2.24763], [1.66235, 0.85784, 0.59742], [2.89462, 1.80716, -0.25150], [2.30702, 2.14443, -1.98830], [3.09132, 3.43531, 0.65805], [4.50062, 0.85194, -0.28440], [-1.16563, -1.74261, 4.40726], [-1.65842, -1.27710, 2.76953], [-1.97420, -0.20353, 4.13846], [0.65619, -0.19970, 5.55460], [2.81439, 0.92199, 5.07094], [3.43578, 1.47996, 2.74045], [1.24715, 2.40498, -2.03359], [2.46533, 1.28990, -2.64426], [2.87369, 2.98367, -2.39744], [2.12307, 3.90324, 0.85099], [3.67488, 4.13241, 0.05360], [3.60425, 3.33520, 1.61447], [4.35330, -0.13226, -0.73345], [4.93217, 0.70676, 0.70759], [5.24264, 1.37811, -0.88979], [0.31454, -0.45531, -1.67870], [1.06770, -1.10518, -2.57593], [2.09665, -1.98360, -2.16744], [2.87494, -2.61874, -3.11480], [2.64790, -2.40510, -4.47130], [1.63105, -1.54718, -4.88632], [0.84434, -0.89916, -3.95750], [2.27195, -2.13764, -1.10930], [3.66710, -3.28480, -2.79896], [3.26246, -2.90805, -5.20543], [1.46092, -1.38521, -5.94218], [0.05756, -0.22134, -4.25897]], "total_charge": 1, "max_force_ha_per_bohr": 0.0070, "lumo_ev": [-3.2936, -3.6160], "homo_ev": [-10.11, -10.88], "multiplicity": 5}

***

{"formula": "C6H13NO", "method": "ωB97M-V/def2-TZVPD", "elements": ["C", "N", "C", "C", "O", "C", "C", "C", "H", "H", "H", "H", "H", "H", "H", "H", "H", "H", "H", "H", "H"], "positions_angstrom": [[-0.45686, -1.52448, 0.06865], [0.14836, -1.08123, 1.26517], [-0.46725, -0.12136, 2.13928], [0.51589, 1.06355, 2.47294], [0.15537, 1.94042, 3.18148], [-0.76223, -0.39134, -0.95891], [0.62870, 1.42648, -2.06819], [0.41191, -0.09546, -1.89144], [-1.42426, -2.02635, 0.21629], [0.16209, -2.28960, -0.40403], [0.68607, -1.80964, 1.73311], [-0.78393, -0.59149, 3.06823], [-1.27667, 0.31459, 1.58442], [1.55556, 1.01707, 2.10542], [-1.69608, -0.65574, -1.44886], [-0.94492, 0.53216, -0.40659], [1.10825, 1.77417, -1.15455], [-0.34569, 1.90334, -2.14232], [1.19962, 1.68403, -2.95397], [1.32467, -0.55769, -1.51570], [0.26139, -0.51146, -2.89043]], "total_charge": 1, "max_force_ha_per_bohr": 0.0403, "lumo_ev": [-3.6151, -8.2520], "de_lowest_kcal_mol": 33.50, "homo_ev": [-14.89, -14.71], "multiplicity": 2}

***

{"formula": "CH6NP", "method": "ωB97M-V/def2-TZVPD", "elements": ["C", "N", "P", "H", "H", "H", "H", "H", "H"], "positions_angstrom": [[1.10834, -0.14492, -0.00837], [-0.96444, 1.30744, 0.63777], [-0.21608, -0.06883, 1.27113], [1.52066, 0.78415, -0.07506], [0.67377, -0.39790, -0.89927], [1.81134, -1.05780, 0.11781], [-1.47160, 1.91446, 1.26919], [-1.51672, 1.12246, -0.19469], [-0.87951, -2.64299, -0.69657]], "total_charge": 0, "max_force_ha_per_bohr": 0.0882, "lumo_ev": [-0.3555, -0.1111], "de_lowest_kcal_mol": 83.93, "homo_ev": [-7.40, -9.10]}

***

{"formula": "HNO4", "method": "ωB97M-V/def2-TZVPD", "elements": ["N", "O", "O", "O", "O", "H"], "positions_angstrom": [[5.01666, -0.03762, 8.77585], [5.69035, 0.81397, 8.09853], [5.59320, -1.22965, 9.01841], [-0.49642, 0.11970, -0.41501], [3.89979, 0.18963, 9.15916], [-0.90886, 0.09814, -1.27276]], "total_charge": -2, "max_force_ha_per_bohr": 0.0899, "lumo_ev": 6.7558, "de_lowest_kcal_mol": 6.85, "homo_ev": -0.44}

***

{"formula": "C31H23N4O7RhS3", "method": "ωB97M-V/def2-TZVPD", "elements": ["Rh", "C", "C", "N", "N", "C", "S", "S", "C", "C", "C", "C", "C", "C", "C", "C", "C", "C", "C", "C", "C", "O", "H", "H", "H", "H", "H", "H", "H", "H", "H", "H", "H", "H", "H", "H", "N", "C", "O", "C", "C", "C", "C", "C", "C", "C", "O", "O", "H", "H", "H", "H", "H", "O", "S", "O", "N", "C", "O", "C", "C", "C", "C", "C", "C", "H", "H", "H", "H"], "positions_angstrom": [[0.07743, 0.36879, 0.34451], [4.13496, -1.46963, -0.31860], [2.84509, -0.74262, -0.63849], [2.09310, -0.35434, 0.34432], [2.65473, -0.58613, 1.60618], [1.91636, -0.36350, 2.61382], [0.25809, 0.03641, 2.63477], [2.71946, -0.50449, 4.21107], [2.74144, 1.27589, 4.65149], [3.92760, 1.97583, 4.04986], [5.12640, 2.07927, 4.74920], [6.24383, 2.65966, 4.16360], [6.17437, 3.13276, 2.85942], [4.98020, 3.03373, 2.15666], [3.86075, 2.46281, 2.74665], [2.53909, -0.52849, -2.05249], [3.46880, -0.92486, -3.03593], [3.22445, -0.80898, -4.38098], [1.98522, -0.28677, -4.80611], [1.06813, 0.13334, -3.89037], [1.33025, 0.07458, -2.48098], [0.50848, 0.59644, -1.67756], [4.08962, -1.87935, 0.67965], [4.98224, -0.78081, -0.35742], [4.30179, -2.27629, -1.02776], [2.75865, 1.28736, 5.74113], [1.79750, 1.67386, 4.28130], [5.18300, 1.69637, 5.76355], [7.16934, 2.73776, 4.72255], [7.04527, 3.58143, 2.39624], [4.91430, 3.39949, 1.13939], [2.92863, 2.40646, 2.19462], [4.42363, -1.32653, -2.72681], [3.97059, -1.11909, -5.10147], [1.76628, -0.20529, -5.86577], [0.11612, 0.55762, -4.18507], [0.95898, 3.24640, 1.02815], [0.58396, 2.18505, 0.75617], [-4.69365, 3.11356, -0.95181], [-5.10055, 1.96946, -0.33128], [-6.45785, 1.65958, -0.26488], [-6.89619, 0.51860, 0.39084], [-5.97681, -0.32472, 0.99416], [-4.62561, -0.01196, 0.92199], [-4.16021, 1.12125, 0.26039], [-2.65694, 1.26437, 0.07536], [-2.23107, 1.85304, -0.90273], [-1.97270, 0.63614, 0.97677], [-5.46177, 3.52213, -1.36262], [-7.17451, 2.32527, -0.73890], [-7.95681, 0.29753, 0.42952], [-6.30453, -1.22283, 1.50193], [-3.88515, -0.65757, 1.37555], [-3.31613, -5.13073, 0.41455], [-2.37370, -4.66723, -0.57795], [-1.92720, -5.66492, -1.52455], [-1.14479, -3.87374, 0.08411], [-1.09977, -2.60129, -0.31715], [-0.26263, -1.76855, 0.07737], [-2.18432, -2.24396, -1.30429], [-2.36692, -1.05318, -1.98159], [-3.50011, -0.92634, -2.77922], [-4.40756, -1.97596, -2.90770], [-4.18148, -3.19426, -2.27386], [-3.05553, -3.29826, -1.48202], [-1.65605, -0.24306, -1.89166], [-3.68027, 0.00919, -3.29526], [-5.29486, -1.84710, -3.51693], [-4.86241, -4.02858, -2.38656]], "total_charge": -2, "max_force_ha_per_bohr": 0.0599, "lumo_ev": 4.1806, "de_lowest_kcal_mol": 11.84, "homo_ev": -2.64}

***

{"formula": "C35H38N2PtS2SbTe", "method": "ωB97M-V/def2-TZVPD", "elements": ["Pt", "S", "C", "C", "C", "C", "C", "C", "N", "C", "C", "C", "C", "C", "C", "C", "C", "N", "C", "C", "C", "C", "C", "S", "C", "H", "H", "H", "H", "H", "H", "H", "H", "H", "H", "H", "H", "C", "C", "C", "Sb", "C", "C", "C", "C", "C", "C", "H", "H", "H", "H", "H", "H", "H", "H", "H", "H", "H", "H", "H", "H", "H", "H", "H", "H", "H", "H", "H", "Te", "C", "C", "C", "C", "C", "C", "H", "H", "H", "H", "H"], "positions_angstrom": [[0.66775, 0.42146, 0.36263], [-1.52470, -3.22866, 6.23789], [-1.38411, -2.32299, 7.66423], [-0.80110, -1.11269, 7.45346], [-0.46585, -0.91970, 6.09625], [-0.79131, -1.98686, 5.29792], [-0.58944, -2.14622, 3.86598], [-0.26318, -1.03341, 3.06500], [-0.07586, -1.11348, 1.75376], [-0.21849, -2.29907, 1.12867], [-0.55555, -3.45593, 1.81911], [-0.70148, -4.68251, 1.07562], [-0.54537, -4.70668, -0.26560], [-0.22467, -3.50469, -0.99323], [-0.09473, -3.44745, -2.38746], [0.19591, -2.25525, -3.03965], [0.37205, -1.12602, -2.22473], [0.25869, -1.17533, -0.90001], [-0.04788, -2.32919, -0.27038], [0.30841, -2.14352, -4.48949], [0.13749, -3.12351, -5.42784], [0.32288, -2.66951, -6.75618], [0.63289, -1.34933, -6.80915], [0.70426, -0.64966, -5.25887], [-0.72628, -3.36106, 3.20793], [-1.74414, -2.72407, 8.59866], [-0.62329, -0.39510, 8.23969], [0.02354, -0.02430, 5.73391], [-0.16684, -0.05332, 3.51394], [-0.93841, -5.58843, 1.61895], [-0.67459, -5.62873, -0.81751], [-0.24139, -4.35752, -2.95595], [0.60852, -0.16748, -2.66434], [-0.11793, -4.14703, -5.18859], [0.22632, -3.29102, -7.63335], [0.82495, -0.74801, -7.68369], [-0.95742, -4.25794, 3.77138], [-0.92539, 3.79683, 2.26371], [-0.52254, 4.15752, 0.83939], [-1.27076, 5.34599, 0.24896], [-0.85068, 2.40749, -0.41610], [-0.51521, 2.89557, -2.50047], [0.80442, 3.64555, -2.64186], [-1.72513, 3.65989, -3.03739], [-2.84678, 1.55740, -0.21793], [-3.88903, 2.66152, -0.36201], [-2.98585, 0.41249, -1.21417], [-0.76214, 4.66481, 2.90616], [-0.32779, 2.97591, 2.66435], [-1.98218, 3.53219, 2.33717], [0.55632, 4.31030, 0.77296], [-2.34805, 5.19022, 0.20105], [-0.90327, 5.62706, -0.73733], [-1.09757, 6.20263, 0.90627], [-0.44125, 1.92023, -2.98741], [0.79541, 4.60342, -2.11821], [0.97663, 3.86023, -3.69835], [1.65481, 3.05975, -2.28861], [-2.00746, 4.51006, -2.41559], [-2.59230, 3.01452, -3.16932], [-1.46590, 4.05975, -4.02085], [-2.85711, 1.17285, 0.80382], [-3.94621, 3.05964, -1.37396], [-3.73262, 3.48639, 0.33255], [-4.86142, 2.22377, -0.12276], [-2.76264, 0.72230, -2.23771], [-4.02093, 0.06384, -1.20342], [-2.34673, -0.43394, -0.95854], [2.84417, 1.61390, -0.06422], [4.03866, 0.01628, 0.41959], [3.57353, -1.07234, 1.17447], [4.44752, -2.09034, 1.49003], [5.77311, -2.03015, 1.05482], [6.23341, -0.94458, 0.31773], [5.37122, 0.08676, -0.00803], [2.54920, -1.10533, 1.52786], [4.11277, -2.92699, 2.08837], [6.45235, -2.83716, 1.29618], [7.26568, -0.90155, -0.00178], [5.72810, 0.92952, -0.58837]], "total_charge": 3, "max_force_ha_per_bohr": 0.0287, "lumo_ev": [-11.1329, -11.1313], "de_lowest_kcal_mol": 0.00, "homo_ev": [-15.00, -15.00]}

***

{"formula": "CH2F2IP", "method": "ωB97M-V/def2-TZVPD", "elements": ["C", "F", "F", "P", "I", "H", "H"], "positions_angstrom": [[0.87680, 0.67117, 0.07216], [0.72112, 1.18116, 1.28470], [1.00076, 1.67819, -0.74867], [-1.56478, -1.31138, 0.20329], [2.38655, -0.73808, 0.28455], [-1.98432, -1.60076, -1.21009], [-1.43613, 0.11970, 0.11407]], "total_charge": 0, "max_force_ha_per_bohr": 0.0299, "lumo_ev": [-1.3371, -1.0775], "de_lowest_kcal_mol": 67.74, "homo_ev": [-8.99, -8.92]}